1.
C5H9F6N2P | ωB97M-V/def2-TZVPD

Cartesian coordinates (Å):
C  -1.76  -0.77  -0.09
C  0.59  -0.38  -0.81
C  1.19  0.19  1.91
C  -2.55  3.25  0.85
C  -0.21  3.52  -0.67
N  -0.42  -0.36  0.27
N  -0.22  -0.17  1.46
F  -3.12  2.24  0.09
F  -2.89  4.49  0.45
F  -3.18  3.06  1.99
F  -0.29  4.83  -0.96
F  1.05  3.17  -0.86
F  -0.93  2.95  -1.63
P  -0.71  3.01  1.06
H  -2.41  -0.19  0.52
H  -1.97  -0.39  -1.10
H  -1.76  -1.90  -0.01
H  1.32  0.44  -0.73
H  1.09  -1.27  -0.81
H  -0.12  -0.17  -1.71
H  1.67  -0.79  1.98
H  1.65  1.11  1.38
H  1.03  0.45  3.03

Computed properties:
Molecular weight ... 242.10 g/mol
Largest force on an atom ... 8.75 eV Å⁻¹
HOMO energy (alpha / beta) ... -6.08 / -9.24 eV
HOMO-LUMO gap (alpha / beta) ... 0.254 / 0.254 Eh
2S+1 ... 3
<S²> ... 2.01
Net charge ... 0

2.
C8H14AlO2S | ωB97M-V/def2-TZVPD

Cartesian coordinates (Å):
C  -1.81  2.74  2.18
C  -1.08  1.82  1.93
C  -0.17  0.66  1.64
S  1.46  1.46  1.22
O  0.10  -0.04  2.79
Al  -1.27  -1.27  2.96
O  -1.59  -1.23  1.21
C  -0.88  -0.20  0.53
C  -0.06  -0.93  -0.54
C  0.69  -0.11  -1.62
C  2.20  -0.43  -1.60
C  0.16  -0.41  -3.04
H  -2.33  3.65  2.37
H  1.05  2.34  0.30
H  -2.47  -0.61  3.80
H  -0.67  -2.64  3.54
H  -1.63  0.41  0.02
H  0.63  -1.64  -0.06
H  -0.79  -1.54  -1.06
H  0.56  0.96  -1.44
H  2.78  0.29  -2.17
H  2.58  -0.48  -0.58
H  2.34  -1.42  -2.04
H  -0.65  0.28  -3.31
H  0.96  -0.29  -3.78
H  -0.20  -1.44  -3.11

Computed properties:
Molecular weight ... 201.25 g/mol
Largest force on an atom ... 1.36 eV Å⁻¹
HOMO energy ... -5.02 eV
HOMO-LUMO gap ... 0.297 Eh
Net charge ... -1

3.
C3H5Cl2F | ωB97M-V/def2-TZVPD

Cartesian coordinates (Å):
F  0.52  1.74  0.06
C  0.25  0.44  -0.25
C  1.06  -0.61  0.38
Cl  2.69  -0.97  -0.15
C  -1.43  0.54  -0.05
Cl  -1.85  -1.37  -0.07
H  0.56  0.57  -1.39
H  0.63  -1.64  0.01
H  0.94  -0.63  1.56
H  -1.52  1.02  1.05
H  -1.85  0.92  -1.16

Computed properties:
Molecular weight ... 130.98 g/mol
SMILES string ... FC(CCl)CCl
Largest force on an atom ... 5.12 eV Å⁻¹
HOMO energy ... -10.45 eV
Energy relative to the best compared isomer or geometry (same formula, charge and spin) ... 2.529 eV
HOMO-LUMO gap ... 0.407 Eh
Net charge ... 0

4.
C16H15N3OS2 | ωB97M-V/def2-TZVPD

Cartesian coordinates (Å):
O  -1.30  0.03  -2.36
C  -1.56  0.36  -1.21
C  -0.90  1.54  -0.63
C  0.39  1.89  -0.91
C  0.79  3.09  -0.30
C  -0.20  3.67  0.42
S  -1.65  2.75  0.37
N  -2.46  -0.35  -0.47
C  -2.89  -1.62  -1.01
C  -1.87  -2.71  -0.56
N  -1.20  -2.26  0.65
C  0.02  -1.69  0.49
N  0.81  -1.92  -0.49
C  1.99  -1.24  -0.39
C  3.02  -1.25  -1.31
C  4.14  -0.48  -1.08
C  4.25  0.30  0.07
C  3.23  0.33  1.01
C  2.11  -0.44  0.77
S  0.67  -0.58  1.74
C  -2.12  -1.64  1.57
C  -2.61  -0.29  0.97
H  1.02  1.28  -1.53
H  1.78  3.50  -0.39
H  -0.18  4.58  0.97
H  -2.91  -1.55  -2.09
H  -3.89  -1.84  -0.63
H  -2.38  -3.65  -0.35
H  -1.11  -2.86  -1.32
H  2.93  -1.86  -2.20
H  4.95  -0.48  -1.79
H  5.13  0.90  0.23
H  3.31  0.94  1.89
H  -2.95  -2.33  1.72
H  -1.63  -1.47  2.53
H  -2.01  0.53  1.37
H  -3.66  -0.11  1.23

Computed properties:
Molecular weight ... 329.45 g/mol
SMILES string ... O=C(c1cccs1)N1CCN(c2nc3ccccc3s2)CC1
Largest force on an atom ... 1.02 eV Å⁻¹
HOMO energy ... -7.97 eV
Energy relative to the best compared isomer or geometry (same formula, charge and spin) ... 0.000 eV
HOMO-LUMO gap ... 0.310 Eh
Net charge ... 0

Calculated E_tot in order - -33900.0385; -30051.6227; -30951.9620; -45024.4011 eV